Record 1
9
Properties=species:S:1:pos:R:3:lowdin_charge:R:1 method="wB97M-V/def2-TZVPD" largest_force_ev_per_a=3.9 lumo_ev=4.041 charge=-1 gap_ev=6.87 e_above_lowest_ev=1.106 e_tot_ha=-593.2063
C 1.363 -0.348 -0.129 -0.59
C 1.019 0.967 0.174 -0.28
O 2.023 -1.229 0.403 0.02
O 0.183 -0.812 -0.727 -0.25
O 1.561 2.042 -0.056 -0.05
Si -1.122 -0.253 -0.031 0.40
H -1.991 -0.923 -0.854 -0.11
H -1.776 1.071 -0.134 -0.08
H -1.260 -0.516 1.354 -0.07



Record 2
121
Properties=species:S:1:pos:R:3:lowdin_spin:R:1 method="wB97M-V/def2-TZVPD" largest_force_ev_per_a=0.1 multiplicity=2 lumo_ev="-7.870 / -9.518" charge=+3 gap_ev="7.18 / 5.53" e_above_lowest_ev=1.246 e_tot_ha=-5432.7749
Pb 0.917 -1.247 1.927 0.00
C 1.728 2.264 4.560 0.00
C 0.504 1.780 3.796 0.00
C 0.519 2.309 2.367 0.00
C -0.773 2.207 4.507 0.00
O 0.573 0.339 3.707 0.00
Ge -0.408 -0.973 4.683 0.00
O -1.109 -1.490 2.905 0.00
C -2.458 -1.482 2.386 0.00
C -3.397 -0.878 3.421 0.00
C -2.861 -2.916 2.073 0.00
C -2.448 -0.642 1.113 0.00
O 1.000 -2.153 4.006 0.00
C 2.208 -2.471 4.767 0.00
C 2.911 -1.194 5.203 0.00
C 3.109 -3.282 3.848 0.00
C 1.783 -3.297 5.972 0.00
H 1.742 3.353 4.621 0.00
H 2.642 1.935 4.065 0.00
H 1.725 1.869 5.577 0.00
H 0.497 3.401 2.355 0.00
H -0.343 1.937 1.804 0.00
H 1.435 1.996 1.856 0.00
H -0.819 3.295 4.572 0.00
H -0.809 1.821 5.528 0.00
H -1.657 1.858 3.966 0.00
H -3.398 -1.466 4.340 0.00
H -4.417 -0.862 3.036 0.00
H -3.108 0.147 3.662 0.00
H -2.805 -3.532 2.972 0.00
H -2.205 -3.343 1.312 0.00
H -3.887 -2.953 1.703 0.00
H -2.157 0.390 1.328 0.00
H -3.433 -0.634 0.645 0.00
H -1.740 -1.077 0.397 0.00
H 3.183 -0.576 4.344 0.00
H 3.823 -1.442 5.746 0.00
H 2.281 -0.597 5.863 0.00
H 3.381 -2.708 2.954 0.00
H 2.628 -4.211 3.540 0.00
H 4.037 -3.536 4.358 0.00
H 1.134 -2.722 6.635 0.00
H 2.657 -3.602 6.548 0.00
H 1.250 -4.195 5.657 0.00
O 4.998 -0.263 -2.435 0.00
C 4.583 -1.293 -3.159 0.00
C 5.524 -1.900 -4.000 0.00
C 5.166 -2.977 -4.767 0.00
C 3.856 -3.498 -4.739 0.00
C 2.922 -2.911 -3.938 0.00
C 3.254 -1.796 -3.124 0.00
C 2.330 -1.145 -2.256 0.00
O 2.531 -0.262 -1.459 0.00
N 0.871 -1.611 -2.257 0.00
N 0.536 -2.423 -1.110 0.00
C 1.151 -3.538 -1.037 0.00
C 0.909 -4.416 0.118 0.00
C 1.058 -5.783 -0.044 0.00
C 0.710 -6.617 1.014 0.00
C 0.254 -6.041 2.183 0.00
C 0.187 -4.653 2.272 0.00
N 0.507 -3.847 1.266 0.00
H 4.282 0.072 -1.870 0.00
H 6.528 -1.499 -4.015 0.00
H 5.905 -3.439 -5.409 0.00
H 3.598 -4.349 -5.353 0.00
H 1.915 -3.305 -3.927 0.00
H 1.841 -3.889 -1.803 0.00
H 1.418 -6.189 -0.980 0.00
H 0.797 -7.690 0.918 0.00
H -0.031 -6.648 3.031 0.00
H -0.117 -4.164 3.189 0.00
C -1.233 3.177 -2.406 0.08
P 0.095 2.133 -1.603 0.01
C 0.232 0.796 -2.877 0.00
C -0.185 -0.554 -2.445 0.00
C -0.112 -1.681 -3.425 0.00
C 0.352 -1.368 -4.784 0.00
C 0.773 -0.135 -5.084 0.00
C 0.733 0.951 -4.112 0.00
C 1.563 3.148 -1.946 0.00
C 1.670 4.087 -2.973 0.00
C 2.850 4.792 -3.157 0.00
C 3.933 4.568 -2.318 0.00
C 3.834 3.646 -1.286 0.00
C 2.653 2.945 -1.096 0.00
P -2.906 2.552 -2.141 0.46
C -3.455 2.698 -0.470 0.06
C -4.657 2.073 -0.105 0.04
C -5.112 2.170 1.197 0.00
C -4.369 2.873 2.139 0.05
C -3.167 3.475 1.787 0.00
C -2.698 3.383 0.489 0.04
C -4.049 3.128 -3.352 0.08
C -3.761 2.889 -4.707 0.05
C -4.631 3.333 -5.680 0.00
C -5.795 4.006 -5.314 0.06
C -6.089 4.239 -3.976 0.00
C -5.229 3.797 -2.988 0.05
H -1.101 3.263 -3.486 0.00
H -1.180 4.188 -1.987 0.02
H -0.893 -0.629 -1.628 0.00
H -0.765 -2.534 -3.288 0.00
H 0.293 -2.144 -5.533 0.00
H 1.106 0.090 -6.089 0.00
H 1.091 1.924 -4.431 0.00
H 0.838 4.292 -3.636 0.00
H 2.921 5.523 -3.951 0.00
H 4.850 5.124 -2.462 0.00
H 4.671 3.487 -0.619 0.00
H 2.570 2.239 -0.279 0.00
H -5.230 1.518 -0.839 0.00
H -6.046 1.703 1.478 0.00
H -4.735 2.957 3.155 0.00
H -2.600 4.029 2.523 0.00
H -1.762 3.858 0.224 0.00
H -2.864 2.352 -4.992 0.00
H -4.413 3.157 -6.724 0.00
H -6.474 4.354 -6.081 0.00
H -6.988 4.775 -3.704 0.00
H -5.448 4.004 -1.950 0.00



Record 3
38
Properties=species:S:1:pos:R:3:lowdin_charge:R:1 method="wB97M-V/def2-TZVPD" largest_force_ev_per_a=10.6 lumo_ev=-3.028 charge=+1 gap_ev=10.49 e_above_lowest_ev=3.503 e_tot_ha=-897.6665
N -2.117 26.077 29.263 0.34
H -2.550 26.159 30.336 0.23
H -1.421 25.277 29.395 0.13
H -1.872 26.950 28.865 0.08
H -2.655 25.822 28.607 -0.01
O 1.296 23.165 28.650 -0.11
H 1.116 22.250 28.184 0.12
H 0.439 23.228 29.174 0.02
O -2.724 29.569 29.805 -0.09
H -3.342 29.777 30.593 0.09
H -2.750 30.398 29.321 0.03
O -5.451 26.904 30.455 -0.02
H -5.079 26.077 30.752 -0.03
H -5.000 27.609 30.852 -0.01
O -1.973 27.670 26.565 0.09
H -2.739 28.049 26.391 0.00
H -1.600 27.447 25.796 0.02
O 0.435 24.414 31.121 -0.03
H 0.020 23.713 31.614 0.04
H 0.917 24.876 31.806 0.05
O -0.242 29.464 27.764 -0.04
H -0.613 30.240 27.387 0.02
H -0.806 28.799 27.383 -0.04
O 0.846 25.794 27.772 -0.01
H 1.708 26.172 27.684 0.05
H 1.058 24.958 28.031 -0.08
O -0.090 27.762 30.759 -0.02
H 0.699 27.216 30.891 0.04
H 0.283 28.519 30.444 -0.02
O -4.402 24.397 30.726 0.03
H -4.526 24.444 31.583 -0.02
H -5.049 23.759 30.429 0.09
O -4.684 25.283 26.842 -0.09
H -4.732 24.327 26.929 0.02
H -3.997 25.273 26.060 0.10
O -2.138 22.912 28.867 -0.09
H -1.628 22.292 28.284 0.07
H -2.723 22.289 29.386 0.08



Record 4
13
Properties=species:S:1:pos:R:3:lowdin_charge:R:1 method="wB97M-V/def2-TZVPD" largest_force_ev_per_a=4.4 lumo_ev="-0.664 / -0.664" charge=0 gap_ev="7.68 / 7.68" e_above_lowest_ev=5.684 e_tot_ha=-394.7587
C 1.082 -1.497 -0.124 0.04
N 0.578 -0.470 0.467 0.00
C 0.846 0.819 0.591 -0.12
C -0.125 1.702 0.179 -0.15
N -1.401 1.422 0.012 0.03
N -1.939 0.333 -0.024 0.06
C -3.152 -0.149 -0.165 -0.41
O -3.889 -0.884 0.419 0.04
H 0.523 -2.403 -0.069 0.07
H 2.068 -1.420 -0.688 0.11
H 1.677 1.173 1.235 0.13
H 0.127 2.682 0.057 0.07
H -3.340 0.101 -1.274 0.14



Record 5
11
Properties=species:S:1:pos:R:3:lowdin_charge:R:1 method="wB97M-V/def2-TZVPD" largest_force_ev_per_a=10.2 lumo_ev=0.114 charge=0 gap_ev=9.77 e_above_lowest_ev=3.968 e_tot_ha=-339.4358 smiles="C=Cc1ncno1"
C 2.220 -1.338 -0.307 0.06
C 1.584 -0.171 0.131 -0.09
C 0.177 -0.024 -0.032 -0.55
N -0.866 -0.892 0.034 0.15
C -1.901 0.038 0.187 -0.18
N -1.494 1.268 0.063 0.11
O -0.076 1.131 -0.048 0.07
H 3.351 -0.988 -0.401 0.09
H 1.845 -2.348 -0.433 0.06
H 2.320 0.777 0.065 0.16
H -2.870 -0.157 0.596 0.11



Record 6
7
Properties=species:S:1:pos:R:3:lowdin_charge:R:1 method="wB97M-V/def2-TZVPD" largest_force_ev_per_a=0.8 lumo_ev=2.707 charge=-1 gap_ev=7.09 e_above_lowest_ev=0.000 e_tot_ha=-1282.0704
C -0.546 -0.042 -0.454 -1.40
O 0.959 -0.274 1.907 -0.56
O 2.119 0.346 -0.118 -0.54
F -0.281 -0.167 -1.773 -0.22
S 1.201 -0.615 0.494 0.56
I -1.037 1.986 -0.070 0.67
I -2.414 -1.234 0.014 0.49



Copy entry 5 word for word.
11
Properties=species:S:1:pos:R:3:lowdin_charge:R:1 method="wB97M-V/def2-TZVPD" largest_force_ev_per_a=10.2 lumo_ev=0.114 charge=0 gap_ev=9.77 e_above_lowest_ev=3.968 e_tot_ha=-339.4358 smiles="C=Cc1ncno1"
C 2.220 -1.338 -0.307 0.06
C 1.584 -0.171 0.131 -0.09
C 0.177 -0.024 -0.032 -0.55
N -0.866 -0.892 0.034 0.15
C -1.901 0.038 0.187 -0.18
N -1.494 1.268 0.063 0.11
O -0.076 1.131 -0.048 0.07
H 3.351 -0.988 -0.401 0.09
H 1.845 -2.348 -0.433 0.06
H 2.320 0.777 0.065 0.16
H -2.870 -0.157 0.596 0.11



Copy entry 5 word for word.
11
Properties=species:S:1:pos:R:3:lowdin_charge:R:1 method="wB97M-V/def2-TZVPD" largest_force_ev_per_a=10.2 lumo_ev=0.114 charge=0 gap_ev=9.77 e_above_lowest_ev=3.968 e_tot_ha=-339.4358 smiles="C=Cc1ncno1"
C 2.220 -1.338 -0.307 0.06
C 1.584 -0.171 0.131 -0.09
C 0.177 -0.024 -0.032 -0.55
N -0.866 -0.892 0.034 0.15
C -1.901 0.038 0.187 -0.18
N -1.494 1.268 0.063 0.11
O -0.076 1.131 -0.048 0.07
H 3.351 -0.988 -0.401 0.09
H 1.845 -2.348 -0.433 0.06
H 2.320 0.777 0.065 0.16
H -2.870 -0.157 0.596 0.11